# C4H8N2

One molecule with the formula C4H8N2 at a distorted geometry (wB97M-V/def2-TZVPD, OMol25).

Calculated values
Structure (SMILES) = CC(C)(N)C#N
Relative energy (zero: lowest compared OMol25 entry of this formula, charge and spin) = 24.2 kJ/mol

Geometry as ORCA input:
```
! wB97M-V def2-TZVPD RIJCOSX def2/J DEFGRID3
* xyz 0 1
C -0.77 1.10 -0.52
C -0.05 -0.11 0.11
C 1.48 0.00 -0.06
N -0.46 -1.33 -0.58
C -0.45 -0.15 1.55
N -0.82 -0.21 2.64
H -1.83 0.87 -0.66
H -0.32 1.35 -1.48
H -0.71 1.97 0.14
H 1.73 -0.57 -0.97
H 2.04 -0.44 0.77
H 1.81 1.03 -0.20
H -0.19 -2.15 -0.03
H -1.46 -1.37 -0.71
*
```

=====

# C4H8N2

C4H8N2 as an isolated structure at a distorted geometry (wB97M-V/def2-TZVPD, OMol25).

Calculated values
Relative energy (zero: lowest compared OMol25 entry of this formula, charge and spin) = 418.6 kJ/mol

Geometry as ORCA input:
```
! wB97M-V def2-TZVPD RIJCOSX def2/J DEFGRID3
* xyz 0 1
C -1.10 -0.94 1.19
C 1.10 0.62 0.62
C 1.08 0.90 -0.99
C 0.00 -0.01 -0.89
H -2.34 -1.42 -0.35
H -0.94 -1.27 2.25
H 2.01 0.35 1.39
H 0.90 1.58 1.05
H 1.81 0.55 -1.63
H 0.77 1.90 -1.30
H -0.98 0.64 -1.26
H -0.18 -1.16 -1.20
N -2.03 -1.50 0.53
N -0.10 -0.24 0.58
*
```

=====

- Among the records above, which one has the lowest relative energy (zero: lowest compared OMol25 entry of this formula, charge and spin)?
  number 1